A cluster of 6 separate species, C5H8Cl17P in total at a distorted geometry. Source: OMol25; level of theory: ωB97M-V with the def2-TZVPD basis set.

Last column: natural (NBO) charge in e.
Geometry (Å):
Cl -0.7517 -0.1651 -4.8932  0.01
C 0.3222 0.6463 -6.0454  -0.28
Cl -0.1654 0.2859 -7.7103  0.02
Cl 0.3287 2.3957 -5.7640  0.02
H 1.3371 0.2695 -5.8945  0.24
Cl -0.2316 0.2525 1.2360  0.01
C -1.4227 0.0664 2.5344  -0.28
Cl -1.0916 -1.3968 3.4774  0.03
Cl -1.4278 1.4945 3.5834  0.02
H -2.4128 -0.0321 2.0820  0.24
Cl -4.3492 -0.1763 2.7152  0.02
C -5.1366 0.3531 4.2115  -0.28
Cl -5.0954 -0.9365 5.4260  0.02
Cl -4.3640 1.8204 4.8357  0.03
H -6.1817 0.5825 3.9882  0.24
Cl 3.2608 1.2431 0.4087  0.02
C 4.8056 1.0200 -0.4300  -0.28
Cl 5.6970 -0.3465 0.2611  0.01
Cl 4.5419 0.7770 -2.1652  0.02
H 5.4040 1.9247 -0.2960  0.23
Cl 1.3771 -2.3380 2.2432  0.01
C 2.9218 -2.5611 1.4044  -0.29
Cl 3.8132 -3.9276 2.0956  0.01
Cl 2.6581 -2.8041 -0.3308  0.01
H 3.5203 -1.6563 1.5385  0.24
Cl -3.3039 0.2568 -0.9622  -0.45
P -1.2363 0.5477 -1.4472  0.65
Cl 0.8595 0.8596 -1.8205  -0.44
H -1.1861 1.5344 -0.3967  0.07
H -0.9217 -0.8251 -1.0588  0.07
H -1.5689 0.8353 -2.8265  0.06

Force components x, y, z for each atom (eV/Å):
0.130 -0.105 -0.410
0.143 0.090 -0.069
0.095 0.014 0.233
0.029 -0.256 0.001
-0.370 0.120 -0.015
0.419 -0.034 1.147
0.357 0.051 0.014
-0.555 0.318 0.110
0.266 -0.331 -0.381
1.019 0.125 0.062
-1.309 -0.070 0.233
-0.105 0.113 0.273
-0.030 0.173 -0.205
-0.523 -0.163 0.036
0.384 -0.091 0.042
0.384 -0.009 0.070
-0.058 0.114 -0.021
-0.021 0.136 -0.047
0.072 0.055 0.221
-0.204 -0.334 -0.047
0.771 -0.309 -0.235
-0.013 0.020 0.047
-0.008 0.154 -0.067
0.045 0.117 0.168
-0.203 -0.299 -0.078
-0.558 -0.194 0.124
0.164 -0.232 -0.005
0.109 0.084 -0.247
-0.181 -0.487 -1.575
-0.523 1.376 -0.710
0.275 -0.148 1.330

E_LUMO = 0.2 eV
SMILES = ClC(Cl)Cl.ClC(Cl)Cl.ClC(Cl)Cl.ClC(Cl)Cl.ClC(Cl)Cl.Cl[PH3]Cl
E_tot = -227483.754 eV
HOMO-LUMO gap = 10.70 eV
2S+1 = 1
charge = 0
max |F| = 1.659 eV/A